## A
A structure of composition C6H16N2O. Source: OMol25; level of theory: ωB97M-V with the def2-TZVPD basis set.

Structure (XYZ):
```
25
Properties=species:S:1:pos:R:3:nbo_charge:R:1
C 0.48829 0.46844 0.40293 0.302
C 0.93711 -0.94121 0.38437 -0.113
C 0.05667 1.01019 1.72953 -0.655
C 0.88098 1.45785 -0.64469 -0.671
C -0.44546 -1.35407 -1.65590 -0.431
C 2.18196 -1.33191 -0.38726 -0.628
N -0.38275 -1.04470 -0.24191 -0.505
N -3.22913 0.63565 0.90121 -0.535
O -2.14704 0.68374 -0.00811 -0.709
H -1.50384 -0.29259 -0.03642 0.484
H 0.93536 -1.41083 1.36974 0.196
H -3.80040 1.45525 0.69864 0.327
H -2.85597 0.77460 1.84561 0.300
H 0.95006 1.20451 2.33592 0.226
H -0.54370 0.27912 2.27117 0.231
H -0.52667 1.92046 1.62622 0.234
H 1.96979 1.59187 -0.64956 0.223
H 0.59474 1.13362 -1.64572 0.233
H 0.39310 2.41258 -0.46299 0.235
H -1.49744 -1.48713 -1.91656 0.224
H 0.07359 -2.29191 -1.87816 0.197
H -0.04156 -0.56953 -2.31370 0.179
H 2.21672 -2.41411 -0.51877 0.221
H 3.06911 -1.02051 0.16622 0.223
H 2.22649 -0.86936 -1.37180 0.213
```

Properties
LUMO energy	0.80	eV
HOMO energy	-7.552	eV
gap between HOMO and LUMO	8.4	eV

***

## B
The molecule C6H16N2O. Source: OMol25; level of theory: ωB97M-V with the def2-TZVPD basis set.

Structure (XYZ):
```
25
Properties=species:S:1:pos:R:3:nbo_charge:R:1
C -2.51336 -0.50971 -0.51675 -0.634
C -1.62275 -0.94506 0.62544 -0.418
C 0.19884 -0.87563 0.29098 -0.017
N 0.43470 -1.64139 -0.89867 -0.885
C 0.48386 0.57506 0.19514 0.139
C 0.13763 1.45197 1.38109 -0.633
N 0.15841 1.16841 -1.07731 -0.881
C 2.35523 0.44227 0.17743 -0.086
O 2.73555 0.18240 -1.16636 -0.747
H -2.59038 0.57987 -0.58247 0.188
H -2.15371 -0.89902 -1.47541 0.217
H -3.53826 -0.88595 -0.39780 0.211
H -1.75196 -2.01327 0.82563 0.189
H -1.88072 -0.43586 1.55719 0.191
H 0.59865 -1.33910 1.19059 0.181
H 0.45784 -2.63547 -0.69576 0.371
H 1.32176 -1.38879 -1.34181 0.395
H 0.36180 0.94162 2.32025 0.223
H 0.71059 2.38409 1.34989 0.221
H -0.92192 1.72191 1.38595 0.208
H -0.06583 0.43198 -1.75152 0.387
H -0.64415 1.78620 -1.01164 0.375
H 2.78407 -0.32711 0.82104 0.170
H 2.73976 1.41953 0.48608 0.150
H 2.20435 0.81105 -1.69120 0.483
```

Properties
LUMO energy	0.95	eV
HOMO energy	-8.012	eV
gap between HOMO and LUMO	9.0	eV
SMILES	CC[C@@H](N)[C@](C)(N)CO

***

Energies, relative to the best one, in kJ/mol: A 262.9; B 0.0.

***

## A
The molecule C6H16N2O. Source: OMol25; level of theory: ωB97M-V with the def2-TZVPD basis set.

Structure (XYZ):
```
25
Properties=species:S:1:pos:R:3:nbo_charge:R:1
C -0.75282 -2.21167 1.48127 -0.609
C -0.21719 -1.49061 0.24618 -0.216
C -1.14690 -1.69539 -0.94312 -0.637
C -0.00226 0.06952 0.58702 -0.044
N -1.21364 0.83946 0.73282 -0.855
C 0.91121 0.68114 -0.46815 -0.059
N 0.25235 0.89539 -1.73513 -0.842
C 1.47779 2.06181 0.14633 -0.083
O 2.08835 2.78507 -0.91135 -0.742
H -0.85704 -3.27730 1.28237 0.210
H -1.73310 -1.82769 1.76219 0.193
H -0.07907 -2.09174 2.32837 0.202
H 0.76513 -1.90697 0.00335 0.193
H -1.17701 -2.74803 -1.22094 0.205
H -0.79297 -1.12794 -1.79980 0.249
H -2.16295 -1.38771 -0.69848 0.192
H 0.52885 0.09728 1.54561 0.189
H -1.74105 0.85106 -0.13320 0.361
H -1.76031 0.50209 1.51580 0.369
H 1.77181 0.02925 -0.64146 0.194
H 0.93713 1.22271 -2.40797 0.379
H -0.44022 1.63093 -1.62337 0.352
H 2.20491 1.83300 0.93601 0.154
H 0.67140 2.66839 0.57946 0.173
H 2.46757 3.59797 -0.56384 0.472
```

Properties
LUMO energy	0.91	eV
HOMO energy	-8.644	eV
gap between HOMO and LUMO	9.6	eV
SMILES	CC(C)[C@H](N)[C@@H](N)CO

***

## B
A cluster of 3 separate species, C6H16N2O in total. Source: OMol25; level of theory: ωB97M-V with the def2-TZVPD basis set.

Structure (XYZ):
```
25
Properties=species:S:1:pos:R:3:nbo_charge:R:1
C -2.09416 -0.60677 -1.73818 -0.519
C -1.33699 -1.37666 -0.96310 -0.002
N -1.07880 -1.11656 0.37428 -0.487
N -0.69648 -2.17894 1.23248 -0.665
H -2.14280 -0.76936 -2.79660 0.207
H -2.66689 0.20432 -1.32853 0.203
H -0.75256 -2.18982 -1.36734 0.185
H -1.77316 -0.51107 0.82518 0.406
H -0.23742 -2.96044 0.77079 0.354
H 0.02929 -1.85770 1.88769 0.342
C -0.75672 1.61582 1.95114 0.296
O -1.78010 1.38401 1.34609 -0.543
H -0.40921 0.97503 2.77828 0.117
H -0.18678 2.55134 1.80786 0.126
C 2.18105 -0.40446 -0.26602 -0.603
C 1.28085 0.74930 0.17067 -0.454
C 0.84586 1.59347 -1.02192 -0.617
H 2.55786 -0.95262 0.59756 0.198
H 3.04082 -0.03893 -0.82808 0.201
H 1.61443 -1.09766 -0.88680 0.198
H 1.84919 1.37254 0.86216 0.189
H 0.30975 0.19463 0.56959 0.249
H 1.70739 1.95440 -1.58534 0.198
H 0.21802 1.00024 -1.68574 0.219
H 0.27756 2.46588 -0.70611 0.202
```

Properties
LUMO energy	0.69	eV
HOMO energy	-7.481	eV
gap between HOMO and LUMO	8.2	eV
SMILES	C=CNN.C=O.CCC

***

Energies, relative to the best one, in kJ/mol: A 0.0; B 290.0.

***

## A
A cluster of 2 separate species, C6H16N2O in total. Source: OMol25; level of theory: ωB97M-V with the def2-TZVPD basis set.

Structure (XYZ):
```
25
Properties=species:S:1:pos:R:3:nbo_charge:R:1
C 1.13754 0.03653 0.57069 0.495
C 1.15764 0.05027 2.07417 -0.712
C 1.66508 1.25813 -0.11634 -0.718
C 1.70004 -1.25099 0.02661 -0.702
N -0.71826 -0.97087 -2.22589 -0.530
O -0.63017 -0.56369 -0.88421 -0.499
H 0.00374 -0.47290 -2.74818 0.325
H -0.52269 -1.96907 -2.24223 0.342
H 0.51435 -0.73102 2.48335 0.226
H 0.84828 1.01167 2.47455 0.238
H 2.18154 -0.17545 2.41252 0.215
H 2.76291 1.26487 -0.03453 0.218
H 1.42016 1.24607 -1.17944 0.223
H 1.27517 2.16782 0.33268 0.247
H 1.14617 -2.11748 0.38729 0.231
H 1.74666 -1.27152 -1.06137 0.216
H 2.74070 -1.34450 0.37028 0.220
C -2.99298 0.12303 -0.36552 -0.646
C -1.59861 0.71335 -0.35593 0.248
N -0.96892 1.06231 0.78346 -0.759
H -1.39262 0.55999 1.56523 0.322
H -1.45755 1.43704 -1.16426 0.154
H -3.19664 -0.35035 -1.32855 0.230
H -3.72963 0.91265 -0.19781 0.213
H -3.09189 -0.62590 0.42342 0.205
```

Properties
LUMO energy (alpha / beta)	0.08 / 0.08	eV
HOMO energy (alpha / beta)	-8.205 / -8.204	eV
gap between HOMO and LUMO (alpha / beta)	8.3 / 8.3	eV

***

## B
A cluster of 2 separate species, C6H16N2O in total. Source: OMol25; level of theory: ωB97M-V with the def2-TZVPD basis set.

Structure (XYZ):
```
25
Properties=species:S:1:pos:R:3:nbo_charge:R:1
C 1.20051 1.18778 1.92897 -0.413
N 1.14413 0.59567 0.60870 -0.468
C 1.47818 1.47778 -0.48707 -0.423
C 1.31592 -0.78221 0.52876 0.786
N 1.70008 -1.28322 -0.69179 -0.855
O 1.28608 -1.50046 1.51472 -0.665
H 0.43439 1.95271 2.02436 0.193
H 2.17888 1.62524 2.12764 0.183
H 1.01283 0.39955 2.65477 0.251
H 0.96832 1.16409 -1.39951 0.204
H 1.13444 2.48065 -0.23527 0.218
H 2.55726 1.52774 -0.67632 0.188
H 1.90028 -2.26759 -0.71748 0.411
H 1.98011 -0.71713 -1.46965 0.393
C -1.99428 0.49493 0.23542 -0.608
C -1.82041 -0.96963 -0.09923 -0.400
C -1.76410 -1.22913 -1.59922 -0.600
H -2.83190 0.93886 -0.30243 0.198
H -1.00864 1.00326 -0.01213 0.202
H -2.15758 0.63992 1.29973 0.208
H -2.62488 -1.55543 0.34891 0.196
H -0.85462 -1.30499 0.34943 0.209
H -1.56226 -2.28044 -1.80054 0.207
H -0.96598 -0.64200 -2.05527 0.190
H -2.70677 -0.95594 -2.07549 0.198
```

Properties
LUMO energy	0.76	eV
HOMO energy	-9.180	eV
gap between HOMO and LUMO	9.9	eV
SMILES	CN(C)C(N)=O.CCC

***

Energies, relative to the best one, in kJ/mol: A 537.0; B 0.0.